ORCA calculation (ωB97M-V/def2-TZVPD) on a cluster of 4 separate species, C36H73BFNO7 in total at a distorted geometry.

Each line ends with the Löwdin charge.
Element x y z (Å)
C  -5.22735  -5.90081  1.68654  -0.004
C  -4.68056  -4.51489  1.47688  -0.517
O  -4.85910  -3.62780  2.28686  0.086
N  -3.93829  -4.29466  0.26948  0.026
C  -2.48329  -4.47146  0.55833  -0.199
C  -1.72603  -4.88496  -0.69458  -0.184
C  -1.49804  -3.69645  -1.65071  -0.179
C  -0.06009  -3.12773  -1.60330  -0.116
C  0.04585  -1.65178  -1.19506  -0.172
C  1.11653  -1.26563  -0.14913  -0.244
C  2.46213  -1.97467  -0.23247  -0.142
C  3.62849  -1.30982  0.50648  -0.176
C  4.23079  -0.08679  -0.17568  -0.174
C  5.22700  0.61135  0.73221  -0.168
O  4.49906  1.20609  1.82538  -0.030
C  5.27564  1.93720  2.67058  -0.530
C  5.16774  1.52475  4.10933  0.020
O  5.99396  2.83050  2.28660  0.107
O  1.12930  0.15964  -0.20920  0.072
C  0.33124  0.64556  -1.19909  -0.411
O  -0.00740  1.79140  -1.24739  0.167
C  0.03916  -0.48298  -2.20835  -0.120
B  -1.31729  -0.34709  -3.03666  -0.618
O  -1.85978  -1.38326  -3.75732  0.184
O  -1.99658  0.83679  -3.06394  0.205
C  1.19733  -0.33311  -3.22910  -0.271
C  1.16104  -1.23087  -4.45971  -0.001
F  2.44426  -0.49330  -2.61987  0.004
H  -4.98809  -6.19594  2.70808  0.074
H  -4.79292  -6.59951  0.97486  0.079
H  -6.31089  -5.89219  1.57650  0.092
H  -4.09928  -3.30786  0.08625  0.113
H  -2.09246  -3.51987  0.93415  0.122
H  -2.37080  -5.19498  1.36686  0.122
H  -0.77823  -5.35644  -0.42630  0.107
H  -2.31513  -5.65767  -1.19220  0.109
H  -1.78182  -3.97578  -2.66588  0.107
H  -2.20587  -2.91295  -1.36993  0.102
H  0.47770  -3.34445  -2.52658  0.109
H  0.46808  -3.69350  -0.83263  0.102
H  -0.87600  -1.45139  -0.63268  0.151
H  0.68042  -1.58034  0.80473  0.158
H  2.30519  -2.94672  0.24191  0.115
H  2.76382  -2.18846  -1.25853  0.114
H  3.30708  -1.06890  1.52372  0.121
H  4.41838  -2.05996  0.60620  0.115
H  3.47071  0.62008  -0.50035  0.091
H  4.77179  -0.40562  -1.07144  0.125
H  5.79011  1.38003  0.20683  0.123
H  5.90314  -0.14579  1.14511  0.132
H  5.86180  0.69610  4.26007  0.094
H  5.44376  2.35998  4.74445  0.086
H  4.16323  1.17554  4.33933  0.086
H  -1.28572  -2.15150  -3.81001  0.075
H  -2.59915  0.83079  -3.81795  0.119
H  1.15734  0.70431  -3.57548  0.163
H  0.51873  -0.79696  -5.22636  0.097
H  0.84578  -2.25142  -4.25432  0.069
H  2.16619  -1.25106  -4.88058  0.094
C  2.16822  7.16833  1.69664  -0.112
C  3.17754  6.03960  1.50322  -0.269
C  3.94716  6.13173  0.18746  -0.222
C  3.07829  6.03786  -1.06762  -0.230
C  2.23351  4.76959  -1.17390  -0.251
C  3.05832  3.48900  -1.24535  -0.090
H  1.39953  7.16059  0.92231  0.064
H  1.66263  7.07657  2.65920  0.067
H  2.66440  8.14114  1.67076  0.073
H  2.66684  5.07540  1.57346  0.098
H  3.89749  6.06084  2.32462  0.103
H  4.70682  5.34625  0.16955  0.100
H  4.49459  7.07992  0.16073  0.109
H  3.72857  6.10609  -1.94699  0.106
H  2.41561  6.90713  -1.11908  0.090
H  1.61678  4.83967  -2.07426  0.092
H  1.53599  4.70623  -0.33526  0.104
H  3.72918  3.50718  -2.10922  0.082
H  2.40108  2.62656  -1.34562  0.044
H  3.66160  3.34432  -0.34781  0.064
C  0.32123  6.54697  -4.73331  -0.106
C  1.22605  7.21848  -5.76305  -0.268
C  2.58608  7.62646  -5.19942  -0.226
C  2.52981  8.65609  -4.07005  -0.232
C  1.83322  9.96874  -4.42410  -0.269
C  2.52117  10.73916  -5.54761  -0.113
H  0.09132  7.21354  -3.90090  0.068
H  -0.62635  6.24855  -5.18407  0.068
H  0.79457  5.65110  -4.32595  0.064
H  0.71694  8.08810  -6.18764  0.097
H  1.38942  6.52739  -6.59442  0.103
H  3.20741  8.01073  -6.01346  0.100
H  3.09778  6.73284  -4.82743  0.105
H  3.55388  8.87419  -3.75044  0.111
H  2.03474  8.21422  -3.20138  0.086
H  1.80800  10.59701  -3.53001  0.104
H  0.79009  9.78223  -4.69364  0.098
H  3.55312  10.97578  -5.28022  0.074
H  2.00425  11.67883  -5.74723  0.068
H  2.53555  10.16994  -6.47825  0.064
C  -5.22974  -9.43968  4.06146  -0.112
C  -6.30290  -8.56657  4.70544  -0.271
C  -5.88469  -7.98688  6.05573  -0.228
C  -5.59951  -9.02697  7.14073  -0.230
C  -6.75974  -9.97366  7.44417  -0.271
C  -8.00363  -9.26261  7.96945  -0.112
H  -4.99331  -10.30984  4.67498  0.065
H  -5.56457  -9.80547  3.08956  0.069
H  -4.30873  -8.87234  3.90859  0.071
H  -7.22818  -9.13932  4.80876  0.099
H  -6.53429  -7.73771  4.03099  0.090
H  -6.66279  -7.30179  6.40258  0.102
H  -4.98763  -7.37487  5.91720  0.109
H  -5.32181  -8.50085  8.05930  0.109
H  -4.72394  -9.61869  6.85941  0.100
H  -6.42621  -10.69921  8.19047  0.104
H  -7.01787  -10.55240  6.55314  0.097
H  -7.77883  -8.71379  8.88616  0.075
H  -8.79385  -9.97973  8.19508  0.068
H  -8.40284  -8.55482  7.24164  0.064

E_HOMO = -0.35993 hartree
Multiplicity = 1
Structure (SMILES) = CC(=O)NCCCC[C@H]1[C@@H](CCCCOC(C)=O)OC(=O)[C@@]1(B(O)O)[C@H](C)F.CCCCCC.CCCCCC.CCCCCC
Energy = -57736.4526 eV